C40H45Cl4F5O6 | the ωB97M-V functional and the def2-TZVPD basis

XYZ file:
```
100
Properties=species:S:1:pos:R:3:forces:R:3:lowdin_charge:R:1
C 5.23587 3.04151 -3.50428 -0.195 0.156 0.108 -0.21
F -2.74314 -3.20890 -2.07948 1.382 -0.215 -0.368 0.06
C 4.54723 1.86173 -3.15864 1.093 1.000 0.534 0.00
H 4.88685 0.95370 -3.63461 -0.236 -0.233 0.143 0.11
C 2.38707 -3.08744 4.13302 0.874 -1.286 -0.858 -0.05
H 3.55789 5.26360 -1.59782 -0.031 0.155 -0.080 0.11
O 4.74597 1.19399 3.78564 1.513 1.561 -1.727 0.11
C -4.10461 -2.04657 -0.60219 -0.619 0.257 -0.037 -0.02
H -4.36895 1.02425 -1.82455 0.178 -0.243 0.244 0.11
O -1.81370 1.25780 -6.94672 1.447 -0.277 0.323 0.06
H 5.32792 -1.52559 0.87444 0.063 0.436 -0.104 0.04
C -2.63657 2.25826 -7.07544 -4.188 2.648 0.858 -0.55
C -5.01742 -3.28865 -2.53376 1.629 0.291 0.712 -0.01
H -4.74584 3.28801 -8.60250 0.077 -0.490 -0.397 0.09
H -3.50973 3.83799 -9.84352 -0.160 -0.510 0.066 0.09
H -3.95529 -3.00839 2.79904 -0.203 0.220 -0.032 0.11
H 3.23613 -4.69894 5.36816 0.073 -0.002 -0.005 0.09
C -3.74700 1.89935 -1.70720 -0.452 0.459 -1.226 -0.04
C 4.09249 0.71553 4.62419 -2.827 -1.524 1.533 -0.61
H 3.07985 -6.41506 3.51138 -0.064 -0.063 -0.099 0.11
F -0.10833 -0.57899 2.70205 -0.354 0.275 -0.537 0.00
C 3.61408 1.95897 -2.11652 -0.157 -0.389 -1.053 -0.12
C 2.03646 -3.62756 1.83113 -0.268 -0.989 -1.159 -0.05
C -3.22830 -2.39269 3.30777 0.733 0.218 0.231 -0.07
H 0.58866 -0.79914 -0.13210 0.375 0.564 -0.266 -0.02
C -1.19092 -1.09962 3.31120 -0.726 -1.229 1.363 -0.23
H -2.34363 -1.72191 6.47238 0.609 0.277 0.123 0.11
C -3.72581 3.61885 -8.79787 -0.256 0.266 0.608 -0.05
H -5.57907 -1.10844 0.64776 0.103 0.165 0.027 0.11
H -3.30843 -1.62941 -0.00347 0.326 -0.331 -0.350 0.08
C 4.90684 4.28611 -2.91090 1.152 -1.165 -1.973 -0.02
Cl 0.37827 1.56928 0.38073 -0.465 -1.436 -1.035 0.55
F 2.16055 -5.82842 1.13869 0.011 -0.961 -0.880 0.08
C -3.67525 2.80830 -2.76191 0.313 1.036 0.015 -0.07
H 1.72824 1.10654 2.92879 0.690 0.012 -0.128 0.04
O -3.38693 2.78604 -6.21862 2.423 -1.521 -1.440 0.06
C -3.95627 -2.81746 -1.73546 -0.707 -0.373 -0.277 -0.29
H 5.43338 -2.23936 6.92983 -0.260 0.205 -0.214 0.07
H -1.43436 1.50529 -4.84381 -0.725 0.634 -0.377 0.11
C -3.12404 2.19822 -0.52538 -0.612 -0.811 1.377 -0.24
C 1.90732 1.57996 3.89415 1.155 0.308 -0.175 -0.04
Cl 5.03824 0.91250 0.91224 -0.257 -1.538 -0.172 0.54
C -2.60809 -0.29720 -5.24151 1.134 1.059 -0.291 -0.05
H 2.46675 2.51422 3.84652 -0.678 0.327 -0.699 0.10
Cl 3.45755 -1.14560 -0.46865 -0.234 -0.293 -0.040 0.57
H -2.88053 4.76548 -3.36083 -0.128 -0.340 -0.463 0.10
H -7.48930 -1.82586 -0.85666 0.052 0.145 0.529 0.10
H -7.14041 -3.26751 -2.61673 0.044 -0.017 -0.398 0.11
O -2.75630 2.63939 -8.37873 0.982 -0.436 0.339 -0.02
C 3.86932 4.31986 -2.02063 0.816 2.062 -0.284 -0.12
C -3.18756 -2.29070 4.67939 -1.533 -0.641 0.807 -0.12
H -2.16130 -2.02218 1.54727 0.396 0.476 -0.103 0.08
C -5.39974 -1.69714 -0.23974 -0.377 0.191 -0.027 -0.08
H 2.24765 -2.35414 4.91354 0.416 -0.061 0.250 0.09
H -3.71768 4.58651 -8.29622 0.787 -0.141 0.503 0.09
H -0.51804 0.31597 -5.48991 0.101 -0.235 -1.452 0.12
F 6.25686 2.96012 -4.45839 -1.404 0.248 1.217 0.00
O 2.73041 0.79714 4.77683 -0.046 -0.842 0.494 -0.04
C 2.78741 -5.38925 3.34229 0.643 1.349 0.931 -0.01
H 5.37654 -0.64163 7.74700 0.110 -0.421 0.414 0.08
C -6.45825 -2.10172 -1.02163 -0.331 -0.075 -0.087 -0.10
H -2.68231 -0.97765 -6.08978 -0.480 0.001 0.112 0.08
O 4.50250 -0.10854 5.58634 -1.884 -0.305 0.040 0.00
H 6.24093 -0.98890 4.88744 0.084 0.408 -0.231 0.13
C 5.91547 -1.26752 7.03572 0.072 0.955 -0.747 -0.05
C 2.92585 -4.41220 4.37422 -2.187 1.439 -1.398 -0.04
C 2.02700 -2.69843 2.80546 0.606 0.013 2.557 -0.11
H -2.30851 -0.86955 -4.36357 -0.035 0.074 0.050 0.04
H 1.74027 -1.68737 2.55654 -0.039 0.003 0.298 0.08
H 3.93311 -1.04113 1.84682 -0.032 0.305 -0.198 0.00
Cl -0.69158 -0.18766 -2.01934 0.268 0.545 1.370 0.55
H -1.94951 3.66002 0.62947 -0.250 -0.277 0.196 0.10
H -3.49538 0.29712 -5.02333 -0.299 -0.526 -0.196 0.07
H -0.41257 -0.50025 5.24971 0.306 -0.127 -0.116 0.11
C 4.48172 -0.84052 0.92656 0.518 0.927 0.261 -0.92
H 1.72235 -3.32963 0.84170 0.084 -0.315 -0.242 0.10
H -0.97248 -0.41564 0.40678 -0.449 0.639 -0.555 -0.01
F -3.33322 1.18010 0.45785 0.827 1.778 -0.849 -0.03
C -2.18453 -1.70707 5.40427 -0.108 0.526 -0.376 -0.09
H -1.73628 5.17266 -1.23310 -0.169 0.210 -0.154 0.10
H -4.20110 2.74912 -3.70338 -0.105 -0.760 -0.004 0.09
H 3.06372 1.14224 -1.67328 0.235 -0.369 -0.497 0.03
H -4.85348 -3.92355 -3.39191 0.193 0.003 0.052 0.12
C -2.20167 -1.79056 2.60138 1.152 0.161 0.193 -0.01
C 5.86115 -0.40897 5.72859 0.578 -0.674 1.206 -0.21
C -1.16180 -1.07554 4.72615 -0.104 0.384 -1.096 0.00
C 2.33986 -4.95690 2.11318 0.007 0.815 0.622 -0.31
H 6.30391 0.57859 5.85819 0.961 -0.400 -0.119 0.13
C 3.24610 3.19644 -1.65996 -1.653 -1.039 1.175 -0.14
C -2.94953 3.98732 -2.61512 0.484 0.578 1.368 -0.08
H 2.36781 3.30036 -1.04011 0.083 -0.292 0.415 0.08
C -2.34784 4.29548 -1.38458 -0.414 -1.468 0.582 -0.07
C -2.47496 3.41105 -0.28065 0.331 -0.290 -1.148 -0.04
C -1.51416 0.74016 -5.61602 -0.855 -0.528 1.410 -0.18
C -6.24658 -2.90974 -2.12735 -1.723 0.093 0.094 -0.11
H 5.36995 5.18238 -3.29643 0.241 0.040 0.197 0.11
H 0.89283 1.70100 4.27395 0.389 0.007 0.771 0.09
H -4.00491 -2.62620 5.30051 -0.264 -0.540 -0.291 0.10
C -0.19987 -0.06031 -0.27507 0.356 -0.250 0.405 -0.90
H 6.92670 -1.47920 7.38312 0.065 0.341 -0.093 0.07
```
Forces are in eV/Å.

Values from the calculation:
**HOMO level**: -8.975 eV
**Frontier orbital gap**: 9.56 eV
**DFT total energy**: -118169.449 eV
**M**: 858.6 Da
**ΔE to the lowest compared entry with this formula, charge and spin**: 0.000 eV
**E_LUMO**: 0.58 eV